Formula: C30H51GeN5O5PdSSi3
Source: OMol25
Level of theory: wB97M-V/def2-TZVPD

Geometry (Å):
Pd: -1.2224 -0.8578 1.4201
C: -0.6761 -4.3559 1.4134
C: -1.7928 -3.8101 0.5786
N: -2.3917 -2.6295 0.6319
C: -3.2991 -2.6341 -0.4718
C: -3.2028 -3.8397 -1.1279
N: -2.2949 -4.5480 -0.4105
C: -3.8347 -4.5444 -2.3028
O: -4.7482 -3.9121 -2.9992
O: -3.5614 -5.7104 -2.4506
C: -3.9949 -1.4207 -0.9897
O: -4.7844 -1.4528 -1.9300
O: -3.8180 -0.3140 -0.2667
H: -0.9146 -5.3891 1.6237
H: -0.7489 -3.7558 2.3467
H: 0.3046 -4.2940 1.0129
H: -2.0716 -5.4512 -0.7636
H: -4.8994 -3.0552 -2.6002
C: 6.0219 3.1280 -2.4867
C: 5.1132 1.9587 -2.0701
S: 4.7034 1.9785 -0.3022
O: 3.8417 0.7731 -0.1479
C: 6.3315 1.6198 0.3313
C: 6.7661 0.1893 0.2708
H: 6.2539 3.0483 -3.5418
H: 6.9674 3.0481 -2.0080
H: 5.5470 4.1391 -2.2901
H: 5.4857 0.9514 -2.2850
H: 4.1135 1.9957 -2.5706
H: 6.1532 1.9729 1.3921
H: 6.9982 2.3493 -0.1294
H: 6.0997 -0.4673 0.8136
H: 7.6836 0.1270 0.8635
H: 6.9616 -0.1643 -0.7504
C: -4.7734 2.2715 -1.2505
Si: -5.0701 0.8903 -0.0561
C: -4.6270 1.2888 1.6516
C: -6.7198 0.0656 -0.3177
Ge: 0.4998 0.6980 1.8153
Si: -0.9910 0.7359 3.8714
C: 0.1856 0.4139 5.3657
C: -2.4907 -0.3782 4.0800
C: -1.7069 2.4395 3.8424
Si: 1.2310 2.8670 1.2031
C: 1.5594 2.6622 -0.6520
C: 2.5388 3.6073 2.3665
C: -0.1095 4.1240 1.2527
H: -5.5285 2.1032 -2.0463
H: -3.7043 2.2222 -1.5943
H: -4.9383 3.2427 -0.8483
H: -3.5800 1.0937 1.7096
H: -5.0176 0.5343 2.3389
H: -4.8212 2.2749 1.9926
H: -6.9683 -0.1864 -1.3522
H: -7.5443 0.6400 0.1109
H: -6.7144 -0.9515 0.2331
H: 0.8519 1.2871 5.5109
H: 0.7068 -0.5385 5.2104
H: -0.4962 0.4226 6.2280
H: -3.3112 -0.1736 3.4163
H: -3.0704 -0.3968 4.9915
H: -2.1769 -1.4243 3.9074
H: -1.0637 3.3047 3.9612
H: -2.4155 2.4889 4.6591
H: -2.1738 2.5802 2.9032
H: 2.6011 2.8092 -0.8889
H: 0.9603 3.4706 -1.1113
H: 1.1928 1.7038 -1.0695
H: 3.2477 2.8841 2.7393
H: 1.9111 4.0122 3.1667
H: 3.0089 4.3473 1.7555
H: -1.0997 3.9212 0.7859
H: 0.3072 4.9436 0.5851
H: -0.4377 4.5121 2.2249
C: 3.4201 -2.0342 0.4185
C: 2.2205 -2.1771 1.0771
N: 1.0123 -1.8760 0.4818
C: 1.1037 -1.3518 -0.7456
C: 2.2690 -1.3156 -1.5189
C: 3.4095 -1.7139 -0.9381
C: 2.2350 -0.4798 -2.7125
C: 1.2441 -0.3118 -3.6218
C: 0.0578 -1.1213 -3.7947
C: 0.1923 -2.5121 -3.7411
C: -0.9656 -3.2285 -4.0582
N: -2.1063 -2.6649 -4.3566
C: -2.0800 -1.3443 -4.3230
N: -1.0822 -0.5149 -4.0849
H: 4.3108 -2.2657 0.9500
H: 2.2006 -2.5258 2.0887
H: 0.2222 -0.8068 -1.0155
H: 4.4342 -1.4918 -1.3354
H: 3.1500 0.0633 -2.9003
H: 1.4632 0.4747 -4.3497
H: 1.0234 -3.0973 -3.3908
H: -0.9621 -4.3150 -4.0423
H: -3.1146 -0.8754 -4.5820

Computed properties:
Total charge: +1
ΔE to the lowest compared entry with this formula, charge and spin (eV): 0.176
<S²>: 3.76
Spin multiplicity: 4
HOMO-LUMO gap (spin up / spin down) (eV): 7.15 / 7.09
LUMO level (spin up / spin down) (eV): -2.436 / -4.103

---

Formula: C2H4N6
Source: OMol25
Level of theory: wB97M-V/def2-TZVPD

Geometry (Å):
C: 1.9626 0.3020 0.0292
C: -0.2586 -0.2401 -0.1106
H: 3.7555 0.7399 0.0982
H: 1.6435 1.3641 0.1211
H: -3.2663 -0.3941 -0.4901
H: -1.3171 -1.8803 0.5143
N: 3.1695 -0.0962 -0.0064
N: 0.9561 -0.6351 -0.0904
N: -0.7856 1.1007 -0.1082
N: -2.0138 1.0506 0.0066
N: -2.4750 -0.2380 0.1626
N: -1.3707 -1.0735 -0.1264

Computed properties:
ΔE to the lowest compared entry with this formula, charge and spin (eV): 1.597
HOMO-LUMO gap (eV): 8.97
LUMO level (eV): -0.252
Structure (SMILES): [H]/N=C/N=c1\nn[nH][nH]1

---

Formula: ClH2OP
Source: OMol25
Level of theory: wB97M-V/def2-TZVPD

Geometry (Å):
O: 0.4479 -1.9790 -0.0953
P: -0.3036 -0.6897 -0.0161
Cl: -2.4088 -0.1620 0.1141
H: 0.1838 0.0768 1.0597
H: -0.4053 0.1106 -1.1278

Computed properties:
ΔE to the lowest compared entry with this formula, charge and spin (eV): 0.499
HOMO-LUMO gap (eV): 11.15
LUMO level (eV): -0.135
Structure (SMILES): O=[PH2]Cl

---

Formula: C4H12N2O
Source: OMol25
Level of theory: wB97M-V/def2-TZVPD

Geometry (Å):
C: -0.4147 -0.5930 -0.9745
C: -0.2534 -0.4582 0.5389
C: 0.9190 1.7994 0.7686
C: -0.3036 -2.0440 -1.4269
N: -0.3353 0.9225 1.0197
N: 1.3953 1.8246 2.1147
O: -1.6934 -0.0332 -1.2798
H: -1.8423 -0.0912 -2.2296
H: -1.1969 1.3432 0.6729
H: 0.3674 -0.0014 -1.4725
H: 2.1242 1.1298 2.2485
H: 0.2482 1.2061 2.2981
H: -1.0379 -1.0426 1.0262
H: 0.7164 -0.8549 0.8491
H: 0.5338 2.7749 0.4461
H: 1.5906 1.3363 0.0334
H: -1.0786 -2.6476 -0.9538
H: -0.4129 -2.1180 -2.5103
H: 0.6740 -2.4527 -1.1689

Computed properties:
ΔE to the lowest compared entry with this formula, charge and spin (eV): 3.069
HOMO-LUMO gap (eV): 8.87
LUMO level (eV): 0.705

---

Formula: C9H11BNO10Pb3
Source: OMol25
Level of theory: wB97M-V/def2-TZVPD

Geometry (Å):
Pb: 3.4059 -2.1170 -4.2747
Pb: -0.3485 -0.6051 -3.5448
Pb: 1.8878 -3.8728 -1.3506
O: 1.7782 -1.7350 0.1046
C: 1.6064 -1.4508 1.2647
O: 0.6115 -1.7797 2.0722
B: 0.6340 -0.9458 3.2837
O: 1.9705 -0.3087 3.2565
C: 2.5219 -0.5957 2.1435
O: 3.6606 -0.2581 1.7535
O: 0.6602 -1.7907 4.4832
C: -0.2900 -1.3251 5.3194
O: -0.6615 -1.7985 6.3722
C: -1.1451 -0.1713 4.5711
O: -0.5628 -0.0697 3.3719
O: -2.0991 0.4891 4.9349
O: 1.5738 -1.7699 -2.7104
H: 1.6046 -1.1289 -1.9737
C: 0.8384 -0.5417 -6.7047
O: 1.3795 -0.9795 -5.4670
H: 0.3336 -1.3637 -7.2122
H: 0.1093 0.2474 -6.5207
H: 1.6402 -0.3239 -7.4102
C: -3.0817 1.6953 0.5552
C: -2.0100 2.8428 0.2229
C: -0.6745 2.3310 0.4459
C: -0.3848 1.1084 -0.3441
N: -0.2510 0.1418 -0.9498
H: -2.8041 1.3514 1.5516
H: -3.0383 0.7858 -0.0441
H: -4.0899 2.1022 0.4772
H: -2.1477 3.5867 1.0076
H: -2.0870 3.2955 -0.7656
H: -0.7583 2.0156 1.4859
H: 0.2180 2.9388 0.5946

Computed properties:
Total charge: +3
HOMO-LUMO gap (eV): 1.70
LUMO level (eV): -14.080

---

Formula: C4H8N4
Source: OMol25
Level of theory: wB97M-V/def2-TZVPD

Geometry (Å):
C: -1.5811 -0.7051 -0.1663
C: 0.4450 -0.0037 -0.5847
C: 2.4340 -0.6011 0.4697
C: 2.5588 0.8287 0.1566
H: -3.9369 -0.1430 -0.6250
H: -3.9186 1.1696 0.3683
H: -2.1040 -1.6046 -0.4101
H: -0.1393 0.8442 -1.0257
H: 1.7410 -0.8281 1.2816
H: 3.1773 -1.3853 0.3446
H: 1.9763 1.4541 0.8382
H: 3.4466 1.2877 -0.2326
N: -3.5603 0.2173 0.2147
N: -2.1271 0.4193 0.0701
N: -0.2003 -0.9051 0.0040
N: 1.7888 -0.0448 -0.7035

Computed properties:
ΔE to the lowest compared entry with this formula, charge and spin (eV): 3.347
HOMO-LUMO gap (eV): 9.90
LUMO level (eV): 1.135
Structure (SMILES): N/N=C/N=C/N1CC1

---

Formula: C7H18N9OOsPS
Source: OMol25
Level of theory: wB97M-V/def2-TZVPD

Geometry (Å):
Os: -0.6805 0.0926 -0.3555
C: 3.7153 -1.6747 -2.6299
C: 2.3082 -2.1276 -2.5802
N: 1.8029 -3.1958 -3.1221
N: 0.4790 -3.2118 -2.8229
C: 0.1299 -2.1766 -2.1026
S: -1.4019 -1.6508 -1.3972
N: 1.2531 -1.4613 -1.9302
N: 1.2208 -0.2485 -1.1755
H: 4.2874 -2.4260 -3.1739
H: 4.1401 -1.5797 -1.6277
H: 3.8076 -0.7252 -3.1631
H: -0.0924 -3.9859 -3.1653
H: 1.8515 -0.3653 -0.3711
H: 1.6300 0.4857 -1.7611
N: -3.8982 3.6278 -1.9287
N: -2.7701 2.9894 -1.8473
N: -1.6680 3.5124 -2.4690
C: -0.7506 2.6501 -2.1915
N: -1.2511 1.6095 -1.4318
N: -2.5854 1.8908 -1.2264
H: -3.9023 4.4769 -2.4872
H: -4.7312 3.2072 -1.5311
H: 0.2655 2.7449 -2.5472
C: -1.1899 1.2225 3.5287
P: -0.2346 -0.2031 3.0804
C: 1.4580 -0.0236 3.5694
C: -0.9406 -1.6960 3.7152
O: -0.2743 -0.3474 1.4345
H: -1.1455 1.3131 4.6201
H: -2.2368 1.1000 3.2457
H: -0.7716 2.1362 3.1031
H: 1.4777 0.0474 4.6630
H: 1.8996 0.8888 3.1662
H: 2.0415 -0.8989 3.2792
H: -0.8897 -1.6267 4.8085
H: -0.3674 -2.5695 3.4011
H: -1.9863 -1.8012 3.4234

Computed properties:
Total charge: +4
ΔE to the lowest compared entry with this formula, charge and spin (eV): 0.275
HOMO-LUMO gap (spin up / spin down) (eV): 6.57 / 6.57
LUMO level (spin up / spin down) (eV): -16.188 / -16.188

---

Formula: C6H7NO
Source: OMol25
Level of theory: wB97M-V/def2-TZVPD

Geometry (Å):
C: -1.8348 -0.0397 0.0548
C: -0.3544 -0.1064 0.1257
C: 0.2709 1.2797 0.1247
C: 1.7481 0.8417 -0.0991
C: 1.4661 -0.6406 -0.1877
C: 0.5812 -0.8885 0.9409
H: -0.1866 1.9679 -0.6834
H: 0.2685 1.6607 1.1751
H: 2.3325 1.1266 0.7868
H: 2.1511 1.2879 -0.9783
H: 2.1873 -1.3607 -0.5458
H: 0.7473 -0.5409 1.9613
H: 0.3268 -1.9712 0.9478
N: -2.9667 0.1473 -0.0489
O: 0.2097 -0.7348 -1.0096

Computed properties:
ΔE to the lowest compared entry with this formula, charge and spin (eV): 1.986
HOMO-LUMO gap (eV): 11.18
LUMO level (eV): 0.739

---

Formula: C5H3CaO3
Source: OMol25
Level of theory: wB97M-V/def2-TZVPD

Geometry (Å):
C: -2.0483 -0.0302 -0.8140
C: -2.6009 0.8908 -0.1137
O: -3.1842 1.7656 0.4134
C: -1.0340 -1.0706 -0.9495
C: 0.2080 -0.7545 -0.1850
O: 1.1287 -0.1247 -0.6921
C: 3.0889 1.6829 2.8137
O: 3.1911 1.3284 1.7386
Ca: 3.0874 0.5845 -0.3622
H: -1.3957 -2.0794 -0.7005
H: -0.7148 -1.1068 -2.0142
H: 0.2738 -1.0860 0.8654

Computed properties:
Total charge: +2
ΔE to the lowest compared entry with this formula, charge and spin (eV): 0.000
<S²>: 0.76
Spin multiplicity: 2
HOMO-LUMO gap (spin up / spin down) (eV): 6.66 / 6.16
LUMO level (spin up / spin down) (eV): -9.432 / -9.431

---

Formula: C4H5NO
Source: OMol25
Level of theory: wB97M-V/def2-TZVPD

Geometry (Å):
O: 1.7455 0.1633 1.4948
C: 1.2219 0.9702 0.7647
C: 0.0102 0.6592 -0.0819
C: -0.2811 -0.8426 -0.0815
C: -1.4346 -1.1869 -0.9170
N: -2.3410 -1.4524 -1.5836
H: 1.6162 2.0036 0.6850
H: 0.1675 1.0414 -1.0979
H: -0.8397 1.2254 0.3242
H: -0.4584 -1.1904 0.9402
H: 0.5934 -1.3907 -0.4470

Computed properties:
ΔE to the lowest compared entry with this formula, charge and spin (eV): 0.587
HOMO-LUMO gap (eV): 11.23
LUMO level (eV): 0.664
Structure (SMILES): N#CCCC=O

---

Formula: C2H4INS
Source: OMol25
Level of theory: wB97M-V/def2-TZVPD

Geometry (Å):
C: 0.0972 -0.6080 -0.4747
C: -0.2519 -0.0066 0.8538
N: 0.8516 -1.8775 0.0715
S: -0.6087 -1.2057 2.0955
I: 2.7816 -2.0244 0.1184
H: -0.7083 -1.0381 -1.0963
H: 0.8776 -0.0280 -1.0782
H: 0.6515 0.4689 1.1542
H: -0.9983 0.7598 0.8959

Computed properties:
ΔE to the lowest compared entry with this formula, charge and spin (eV): 3.595
HOMO-LUMO gap (spin up / spin down) (eV): 7.11 / 7.68
LUMO level (spin up / spin down) (eV): -1.531 / -1.095

---

Formula: C22H25F2N3O4S
Source: OMol25
Level of theory: wB97M-V/def2-TZVPD

Geometry (Å):
O: 3.6064 3.0146 0.4911
C: 3.1682 2.4027 -0.4605
N: 1.9659 2.6733 -1.0150
H: 1.5682 2.0476 -1.6965
C: 1.1157 3.7424 -0.5262
C: -0.1502 3.2222 0.1019
C: -1.3321 3.1828 -0.6255
C: -2.4940 2.6922 -0.0584
C: -2.4510 2.2359 1.2450
C: -1.2919 2.2655 1.9964
C: -0.1407 2.7582 1.4116
H: 0.7799 2.7848 1.9743
H: -1.2987 1.8928 3.0069
F: -3.5878 1.7487 1.7956
H: -3.4220 2.6617 -0.6081
H: -1.3499 3.5455 -1.6434
H: 0.8761 4.4106 -1.3608
H: 1.7137 4.2847 0.2109
C: 3.9723 1.3124 -1.1562
H: 4.8826 1.7846 -1.5301
H: 3.4282 0.8818 -1.9972
C: 4.3661 0.2155 -0.1625
N: 3.2707 -0.6986 0.0560
C: 3.3869 -2.0294 -0.1292
O: 4.4265 -2.5722 -0.4398
C: 2.0785 -2.8006 0.0657
C: 1.5105 -2.5560 1.4703
C: 0.0857 -3.0880 1.5863
N: -0.7586 -2.4934 0.5655
S: -1.0454 -0.8517 0.7997
O: -0.1290 -0.0113 0.0648
O: -1.1447 -0.6430 2.2103
C: -2.6613 -0.7214 0.0501
C: -2.7902 -0.2398 -1.2389
C: -4.0453 -0.1663 -1.8177
C: -5.1398 -0.5762 -1.0734
C: -5.0209 -1.0539 0.2218
C: -3.7593 -1.1284 0.7841
H: -3.6105 -1.4752 1.7932
H: -5.9024 -1.3489 0.7677
F: -6.3604 -0.5043 -1.6304
H: -4.1865 0.2058 -2.8201
H: -1.9090 0.0926 -1.7645
C: -0.3244 -2.8515 -0.7690
C: 1.1076 -2.3976 -1.0564
H: 1.0983 -1.3136 -1.1632
H: 1.4471 -2.8322 -1.9985
H: -0.4118 -3.9388 -0.8568
H: -1.0185 -2.3907 -1.4755
H: 0.0498 -4.1734 1.4602
H: -0.3438 -2.8213 2.5519
H: 1.4714 -1.4889 1.6961
H: 2.1546 -3.0363 2.2085
H: 2.3122 -3.8658 -0.0348
H: 2.3749 -0.2938 0.2874
H: 5.1961 -0.3832 -0.5448
H: 4.6662 0.6869 0.7798

Computed properties:
ΔE to the lowest compared entry with this formula, charge and spin (eV): 0.372
HOMO-LUMO gap (eV): 9.37
LUMO level (eV): 0.334
Structure (SMILES): O=C(CCNC(=O)C1CCN(S(=O)(=O)c2ccc(F)cc2)CC1)NCc1ccc(F)cc1

---

Calculated total energy list, top to bottom, in eV: -144084.016 -11076.618 -23891.282 -9368.125 -47866.337 -10234.895 -45553.802 -9870.671 -29794.579 -7765.940 -22560.709 -52151.469